# 1
This record from the Open Molecules 2025 dataset describes a structure of composition C26H33F24LiN10O16S8 in a non-equilibrium geometry. The level of theory is wB97M-V/def2-TZVPD.

Each line ends with the Mulliken charge.
Cartesian coordinates (Å):
Li1 0.45093 0.18085 0.04727  1.089
C1 -2.33937 -6.35090 2.08078  -1.010
C2 -3.59844 -5.70948 2.74295  -0.644
N1 -3.43753 -4.43712 3.31622  0.302
C3 -2.49964 -3.95027 4.17779  -0.708
C4 -2.66483 -2.54538 4.33209  -0.439
N2 -3.63434 -2.09976 3.50334  0.437
C5 -4.08487 -3.28609 2.89264  -0.445
C6 -4.17624 -0.79999 3.10158  -0.736
H1 -2.39776 -7.43802 2.02735  0.366
H2 -1.35451 -6.00958 2.39959  0.307
H3 -2.35798 -6.11250 1.01733  0.297
H4 -4.03237 -6.34223 3.51718  0.383
H5 -4.47785 -5.82916 2.11016  0.453
H6 -1.85248 -4.63799 4.70185  0.507
H7 -2.13789 -1.83055 4.94671  0.653
H8 -4.65131 -3.27977 1.97313  0.389
H9 -3.84274 0.10528 3.60890  0.207
H10 -5.24991 -0.61346 3.12454  0.335
H11 -3.82913 -0.41296 2.14355  0.269
C7 1.58468 5.42576 -1.44333  -1.187
C8 0.66134 6.04321 -0.31013  -0.230
N3 -0.68765 6.03387 -0.67421  0.362
C9 -1.63375 5.89118 0.27769  -0.535
C10 -2.88504 5.80125 -0.36907  -0.787
N4 -2.60635 6.09528 -1.71620  0.218
C11 -1.24480 6.14142 -1.90244  -0.160
C12 -3.59545 6.25929 -2.73517  -0.953
H12 1.53923 6.15707 -2.25031  0.490
H13 1.27603 4.48597 -1.90119  0.207
H14 2.56840 5.19306 -1.03561  0.394
H15 0.95100 7.09128 -0.23431  0.275
H16 0.83310 5.52925 0.63562  0.306
H17 -1.43094 5.86712 1.33820  0.708
H18 -3.88976 5.72708 0.02009  0.489
H19 -0.76436 6.36134 -2.84435  0.361
H20 -4.31778 5.44710 -2.81701  0.335
H21 -3.11803 6.49801 -3.68553  0.323
H22 -4.16730 7.16583 -2.53698  0.418
C13 1.81414 0.35710 -7.33207  -0.916
C14 0.86659 -0.80972 -7.40310  -0.412
N5 1.10725 -1.76602 -6.34532  0.222
C15 2.26721 -2.50718 -6.06517  -0.463
C16 2.17649 -3.18377 -4.89646  -0.583
N6 0.86479 -2.89269 -4.41443  0.297
C17 0.20981 -2.00003 -5.24628  -0.248
C18 0.30895 -3.38898 -3.18734  -0.747
H23 1.61884 1.06156 -6.52357  0.121
H24 1.75243 1.04629 -8.17428  0.381
H25 2.79500 -0.05705 -7.09864  0.364
H26 0.92936 -1.45026 -8.28281  0.370
H27 -0.14782 -0.51156 -7.13821  0.266
H28 3.10717 -2.48188 -6.74357  0.490
H29 2.82164 -3.85455 -4.34853  0.580
H30 -0.81084 -1.64767 -5.22413  0.380
H31 0.93300 -3.12689 -2.33296  0.003
H32 0.38050 -4.47121 -3.07907  0.426
H33 -0.76962 -3.24629 -3.12079  0.394
C19 0.40744 -2.46697 0.93701  0.160
F1 0.51502 -2.02099 -0.33009  0.067
F2 -0.74774 -1.98281 1.30428  -0.096
F3 0.31452 -3.76370 1.02307  -0.210
S1 1.69174 -1.61088 2.15407  0.931
O1 1.19168 -1.97121 3.46167  -0.612
O2 2.91946 -2.23498 1.69808  -0.513
N7 1.45591 0.01398 1.69216  -0.233
S2 2.43829 0.63530 2.59492  0.727
O3 1.96856 0.88823 3.97290  -0.599
O4 3.84466 0.25379 2.42718  -0.630
C20 2.58564 2.32557 1.63793  0.527
F4 3.16388 3.16883 2.48648  -0.251
F5 3.38053 2.19138 0.52872  -0.230
F6 1.42079 2.86791 1.37479  -0.127
C21 -2.64804 1.63621 -0.23637  0.404
F7 -3.97953 1.92518 -0.11894  -0.292
F8 -1.92910 2.78157 -0.00851  0.057
F9 -2.42635 0.78930 0.73840  -0.048
S3 -2.18396 0.87634 -1.92847  0.850
O5 -2.64340 -0.50803 -1.97603  -0.629
O6 -2.62525 1.78418 -3.03992  -0.538
N8 -0.42327 0.87343 -1.53316  -0.434
S4 0.15665 1.56951 -2.77001  0.468
O7 -0.12574 0.72805 -3.95234  -0.405
O8 -0.10950 3.01325 -2.83076  -0.407
C22 2.09990 1.33999 -2.49640  0.398
F10 2.42220 0.71352 -3.62009  -0.207
F11 2.71000 2.51596 -2.43786  -0.204
F12 2.35710 0.55690 -1.50533  -0.120
C23 5.61236 -2.06471 -2.72994  0.584
F13 4.78026 -1.64979 -3.71199  -0.151
F14 6.28467 -3.15451 -3.07712  -0.198
F15 6.57958 -1.13135 -2.49482  -0.227
S5 4.36706 -2.30945 -1.13905  0.870
O9 4.34158 -1.07416 -0.33782  -0.744
O10 3.07737 -2.70056 -1.60782  -0.155
N9 5.35443 -3.35556 -0.10362  -0.456
S6 5.10196 -4.71298 -0.79613  0.819
O11 4.57818 -4.85735 -2.14986  -0.532
O12 6.35126 -5.37566 -0.33881  -0.729
C24 3.68553 -5.30506 0.34208  0.695
F16 3.54679 -6.57827 0.07018  -0.240
F17 4.11737 -5.22834 1.60058  -0.230
F18 2.52702 -4.65973 0.06306  -0.213
C25 -2.84257 0.09652 7.22840  0.718
F19 -3.38878 0.32949 6.11550  -0.236
F20 -3.88836 0.06758 8.05444  -0.262
F21 -2.23955 -1.10270 7.37155  -0.240
S7 -1.79177 1.76756 7.65945  0.926
O13 -2.71620 2.86540 7.93509  -0.531
O14 -1.04460 1.30250 8.84865  -0.649
N10 -0.81579 2.04186 6.23434  -0.276
S8 -1.49766 3.27241 5.60155  0.921
O15 -2.89516 3.15052 5.18889  -0.655
O16 -1.13573 4.62839 6.07069  -0.695
C26 -0.71576 3.05624 3.82944  0.356
F22 -1.03708 1.82207 3.35434  0.099
F23 -1.17937 3.97492 3.00995  -0.108
F24 0.55165 3.11141 4.03742  -0.237

DFT total energy, eV: -227250.48633

---

# 2
This record from the Open Molecules 2025 dataset describes the molecule C5H11N3 in a non-equilibrium geometry. The level of theory is wB97M-V/def2-TZVPD.

Each line ends with the Mulliken charge.
Cartesian coordinates (Å):
C1 -0.32914 -0.23957 -1.14657  0.175
N1 -0.02311 1.12129 -0.75144  -0.243
C2 -0.23410 1.37393 0.58963  0.322
N2 0.71406 -0.74747 -2.00613  -0.722
N3 -0.52340 0.14133 1.22336  -0.365
C3 -0.51244 -0.98359 0.20385  0.148
C4 -0.14611 2.55561 1.20186  -1.110
C5 0.66774 -1.76512 0.74463  -1.448
H1 0.55862 1.71070 -1.32257  0.208
H2 -1.29349 -0.24186 -1.68976  0.243
H3 0.98537 -1.70373 -1.81135  0.211
H4 0.40326 -0.73995 -2.97014  0.268
H5 0.48314 -1.01425 1.81429  0.411
H6 -1.27868 0.16243 1.89623  0.266
H7 -1.44683 -1.54914 0.24958  0.347
H8 0.10827 3.44565 0.65266  0.271
H9 -0.37703 2.65964 2.24699  0.281
H10 0.62200 -2.81474 0.46886  0.352
H11 1.62188 -1.37118 0.40602  0.385

SMILES string: C=C1N[C@@H](N)[C@@H](C)N1
DFT total energy, eV: -9831.31698

---

# 3
This record from the Open Molecules 2025 dataset describes a cluster of 8 separate species, C16H36Cl14NO5S2 in total. The level of theory is wB97M-V/def2-TZVPD.

Each line ends with the Mulliken charge.
Cartesian coordinates (Å):
C1 4.97422 -1.54358 3.73067  -0.762
O1 4.10406 -2.31553 2.89999  -0.307
C2 2.79021 -1.90780 2.94695  -0.727
N1 2.18086 -2.22574 1.60972  0.342
S1 2.28544 -4.01098 1.37518  -0.036
C3 2.87401 -1.53134 0.43419  -0.315
C4 3.53775 -0.19453 0.72024  0.372
C5 3.84649 0.47273 -0.62512  -0.326
O2 4.59706 1.64805 -0.50303  -0.520
C6 0.69541 -1.96658 1.63455  -1.351
C7 0.30870 -0.56301 2.10527  0.077
C8 -0.93889 -0.03019 1.39837  -0.724
C9 -0.77580 0.25177 -0.10291  -0.618
S2 -0.13381 1.89820 -0.34942  1.188
O3 0.85935 2.12863 0.65991  -0.603
O4 -1.19114 2.83282 -0.51200  -0.593
O5 0.62314 1.80474 -1.75298  -0.317
H1 4.63959 -1.57612 4.76962  0.320
H2 5.96283 -1.97967 3.64096  0.274
H3 5.00137 -0.50046 3.40279  0.337
H4 2.67453 -0.84324 3.15562  0.603
H5 2.21537 -2.49306 3.67325  0.502
H6 3.60792 -4.03724 1.15361  0.193
H7 2.09782 -1.39862 -0.31997  0.290
H8 3.62099 -2.22478 0.06472  -0.190
H9 4.48215 -0.32643 1.24540  -0.121
H10 2.89935 0.48743 1.28744  0.365
H11 4.44395 -0.21520 -1.22878  0.330
H12 2.90714 0.65693 -1.16286  0.034
H13 4.29320 2.16039 0.24983  0.358
H14 0.31040 -2.22026 0.64741  0.802
H15 0.27200 -2.70187 2.32437  0.568
H16 1.10055 0.17170 1.97968  0.160
H17 0.07020 -0.63147 3.16434  -0.007
H18 -1.19255 0.91319 1.88577  0.479
H19 -1.78227 -0.71009 1.53274  -0.268
H20 -0.09866 -0.44640 -0.60590  0.437
H21 -1.73685 0.16517 -0.60835  0.256
H22 0.77265 0.89485 -2.02926  0.314
C10 7.25238 -2.66384 -0.58658  -0.339
Cl1 7.22299 -1.46728 0.70860  -0.110
Cl2 5.62120 -3.03434 -1.18965  -0.139
H23 7.82720 -2.26640 -1.41391  0.337
H24 7.68579 -3.58085 -0.20762  0.325
C11 2.16011 4.49046 -3.57198  0.061
Cl3 3.75126 3.87441 -4.03384  -0.162
Cl4 1.48475 5.59661 -4.77268  -0.163
H25 1.47931 3.65662 -3.45583  -0.005
H26 2.26797 5.02707 -2.63691  0.252
C12 2.72648 9.26685 -5.86234  0.091
Cl5 4.22878 9.26859 -4.93057  -0.149
Cl6 1.75230 10.70968 -5.55923  -0.152
H27 2.97637 9.23566 -6.91588  0.263
H28 2.14858 8.39613 -5.57832  -0.043
C13 -4.15563 -1.99080 -0.04256  0.181
Cl7 -2.60807 -2.70872 -0.54529  -0.145
Cl8 -4.74893 -0.82959 -1.22009  -0.153
H29 -4.88002 -2.79009 0.06368  0.332
H30 -4.00333 -1.47843 0.90102  -0.166
C14 -8.46976 -1.40389 -2.22563  -0.154
Cl9 -9.67352 -0.12746 -2.02127  -0.156
Cl10 -7.97755 -2.09532 -0.67410  -0.144
H31 -8.90242 -2.19487 -2.82668  0.213
H32 -7.59524 -0.98000 -2.70548  0.243
C15 -2.75597 -0.44477 5.35663  -0.378
Cl11 -3.69419 -0.41102 3.86453  -0.106
Cl12 -1.22866 -1.34013 5.18114  -0.102
H33 -2.51603 0.57245 5.63990  0.297
H34 -3.34073 -0.94065 6.12129  0.357
C16 -12.20121 -2.93079 -1.66833  -0.107
Cl13 -13.90410 -3.33961 -1.87989  -0.156
Cl14 -11.13711 -4.05487 -2.53408  -0.169
H35 -12.03151 -1.93436 -2.05680  0.154
H36 -11.96025 -2.97887 -0.61326  0.279

DFT total energy, eV: -225880.03378
Net charge: +1

---

# 4
This record from the Open Molecules 2025 dataset describes a cluster of 8 separate species, C24H34N6O2 in total in a non-equilibrium geometry. The level of theory is wB97M-V/def2-TZVPD.

Each line ends with the Mulliken charge.
Cartesian coordinates (Å):
N1 9.02096 8.22484 6.73536  0.128
C1 10.28201 8.68680 6.41910  0.252
C2 11.07573 7.53807 6.21114  -0.213
C3 10.25302 6.45732 6.32114  -0.998
C4 8.97066 6.87069 6.70237  -0.479
H1 8.27762 8.87310 6.93088  0.183
H2 10.52856 9.72876 6.37628  -0.072
H3 12.08982 7.62665 5.86775  0.264
H4 10.50849 5.38816 6.29579  0.365
H5 8.07182 6.30998 6.94127  0.409
N2 11.54426 10.78555 11.28668  0.752
C5 10.84595 10.29132 12.34543  -0.563
C6 10.06000 11.35279 12.86497  -0.758
C7 10.33378 12.46469 12.07062  -0.343
C8 11.23181 12.10091 11.08122  -0.944
H6 12.16065 10.20873 10.73207  -0.135
H7 11.05625 9.27147 12.60099  0.450
H8 9.33079 11.31189 13.64459  0.418
H9 9.91689 13.44278 12.20650  0.456
H10 11.68584 12.64536 10.26281  0.528
N3 10.93185 6.65697 10.35964  0.066
C9 11.07079 7.61395 9.38861  -0.789
C10 12.29900 8.23974 9.59697  -0.309
C11 12.93399 7.59380 10.69628  -0.610
C12 12.02160 6.64504 11.15578  -0.821
H11 10.12812 6.08468 10.54321  0.217
H12 10.27794 7.75695 8.67945  0.733
H13 12.71446 8.96349 8.88254  0.685
H14 13.93775 7.79025 11.00002  0.516
H15 11.98878 5.87188 11.93533  0.390
N4 16.16428 11.10272 10.49458  0.067
C13 17.10158 10.19921 10.94930  -0.440
C14 16.65534 9.72787 12.14390  -0.661
C15 15.42182 10.33804 12.42944  -0.419
C16 15.20213 11.26860 11.43391  -0.300
H16 16.34657 11.83025 9.83443  0.199
H17 17.95474 9.97256 10.34283  0.430
H18 17.04070 8.83380 12.60854  0.380
H19 14.79082 10.11537 13.26191  0.466
H20 14.36084 11.93372 11.31148  0.306
N5 13.03968 15.23525 7.53178  0.063
C17 13.20105 14.89009 8.83333  -1.046
C18 14.32439 14.07598 8.95971  0.184
C19 14.81597 13.99553 7.66372  -0.252
C20 14.04650 14.71761 6.79886  -0.898
H21 12.25775 15.74880 7.14861  0.202
H22 12.41363 15.17844 9.50991  0.443
H23 14.66548 13.63412 9.89958  0.458
H24 15.70396 13.46164 7.39392  0.396
H25 14.04992 14.72915 5.71618  0.360
N6 9.18666 11.31784 8.44444  0.570
C21 8.29209 11.44366 7.44772  -0.482
C22 7.13297 10.82647 7.83490  -0.899
C23 7.36538 10.38717 9.13734  -0.592
C24 8.64604 10.69786 9.50616  -0.071
H26 10.11238 11.64924 8.30735  0.143
H27 8.48587 11.95461 6.53374  0.402
H28 6.15874 10.72588 7.33248  0.393
H29 6.69766 9.80106 9.75993  0.387
H30 9.23732 10.59700 10.38946  0.274
O1 12.81989 10.18033 5.32281  -0.703
H31 11.90943 10.06156 5.11077  0.386
H32 13.12904 9.27735 5.49812  0.319
O2 11.79056 12.06378 7.25341  -0.474
H33 12.22380 11.42432 6.65747  0.307
H34 12.32914 12.86042 7.16750  0.324

SMILES string: c1cc[nH]c1.c1cc[nH]c1.c1cc[nH]c1.c1cc[nH]c1.c1cc[nH]c1.c1cc[nH]c1.O.O
DFT total energy, eV: -38473.53726